Density functional theory data (the ωB97M-V functional and the def2-TZVPD basis) for a 2-piece molecular cluster, C10H16O overall.

```
27
Properties=species:S:1:pos:R:3:forces:R:3:lowdin_charge:R:1
C -0.904566 0.981095 -1.162355 -0.6443 0.2603 -1.2081 -0.22
C -1.438287 2.370972 -1.578599 -0.8054 -0.6029 -0.1188 -0.10
C -0.899164 0.771430 0.317800 0.1560 0.4343 0.8256 -0.25
C 0.262135 0.376924 0.935923 1.3604 -0.3980 0.1037 -0.06
C -1.953129 1.146357 1.181949 0.6964 -0.1311 -1.1929 -0.02
C 0.442113 0.222318 2.310018 -1.4495 -0.3423 0.1032 -0.01
C -1.864355 0.912442 2.527670 -0.0075 -0.1623 0.2645 -0.02
C -0.717338 0.339559 3.067427 0.3658 0.4803 0.4749 -0.33
O -0.798559 0.057602 4.407152 0.8022 -0.3988 0.1477 0.04
H -1.535363 0.250330 -1.667800 -0.3226 -0.2425 0.1760 0.11
H 0.050158 0.784494 -1.660782 0.2820 0.2139 0.6672 0.10
H -1.135953 3.114693 -0.849577 0.1825 0.3484 -0.2353 0.07
H 1.131721 0.177964 0.330525 0.1820 0.0692 -0.3006 0.10
H -2.761501 1.671924 0.714783 -0.6857 0.0416 0.2028 0.11
H 1.384159 -0.029217 2.778918 0.0609 -0.1446 -0.2048 0.11
H -2.621209 1.176919 3.249705 -0.3424 0.0145 -0.1745 0.12
H -0.014690 -0.458344 4.675201 -0.5059 0.4139 -0.1636 0.11
H -2.537272 2.350289 -1.610703 0.1511 0.0541 0.4055 0.07
H -1.207587 2.632602 -2.613475 0.5481 0.0918 0.2267 0.07
C 1.402795 -2.479343 -1.741722 0.0471 -0.3173 -0.1836 -0.16
C 2.881221 -2.205634 -2.041297 0.1739 -1.1230 -1.2569 -0.16
H 1.001106 -1.749300 -1.078618 -0.4074 0.8216 0.3839 0.02
H 0.829467 -2.461500 -2.672777 -0.1050 -0.0056 0.2530 0.07
H 1.180583 -3.416760 -1.218413 0.4058 -0.0723 -0.3634 0.07
H 3.540285 -2.996402 -1.673327 0.0156 0.4083 0.6234 0.06
H 3.234957 -1.207659 -1.803121 -0.0038 -0.0445 0.3500 0.06
H 3.048274 -2.333754 -3.124505 -0.1502 0.3330 0.1945 0.06
```
Positions in Å, forces in eV/Å.

For the LUMO energy, the calculation gives 0.85 eV. Its energy above the lowest of the compared OMol25 structures with the same formula, charge and spin is 122.7 kJ/mol. Its max |F| is 1.7 eV/Å. The total energy comes out at -12676.4530 eV.